Entry 1:
DFT (ωB97M-V/def2-TZVPD) results for a structure of composition C34H33N8O9SSeW at a distorted geometry.

Positions of all 87 atoms, in Å:
W: 0.004435 -0.160953 -0.572441
N: 0.839556 2.467458 -0.858263
C: 0.617133 3.220614 0.324206
C: 1.552535 4.154163 0.755833
C: 1.398957 4.824310 1.958514
C: 0.348414 4.492391 2.785078
C: -0.592528 3.540706 2.395175
C: -1.583279 3.040956 3.310525
C: -2.437883 2.082884 2.942204
C: -2.572544 1.641251 1.525549
N: -1.599357 2.243226 0.646853
C: -0.512318 2.961050 1.109492
H: 1.804627 2.568306 -1.173789
H: 0.232756 2.787375 -1.631801
H: 2.406418 4.344766 0.123322
H: 2.115122 5.573424 2.260466
H: 0.248403 4.953788 3.756347
H: -1.562461 3.400425 4.329293
H: -3.146098 1.640239 3.621491
H: -3.579183 1.939888 1.176698
C: 3.085569 0.105996 3.180203
N: 2.489880 -0.928201 2.367493
C: 3.029267 -2.214836 2.360323
C: 2.741121 -3.068505 1.307935
C: 1.796022 -2.692306 0.344359
O: 1.511317 -3.281767 -0.724046
N: 1.003184 -1.533546 0.646592
C: 1.536297 -0.612516 1.474902
O: 1.099852 0.575224 1.334824
H: 4.173234 0.007531 3.166999
H: 2.723136 0.033239 4.210023
H: 2.797676 1.068221 2.756359
H: 3.734137 -2.436713 3.140353
H: 3.275121 -4.000232 1.203366
O: -0.996237 2.786867 -3.001452
Se: -1.183122 1.213077 -3.192181
O: 0.124451 0.489817 -2.364406
O: -1.358005 1.426969 -0.557898
O: -1.203334 0.874695 -4.727863
N: -3.238558 -0.563139 2.360437
C: -2.519321 0.076080 1.274347
O: -1.205439 -0.385459 1.153060
C: -3.155999 -0.092379 -0.089145
C: -2.320955 0.515611 -1.039512
N: -2.556037 0.576206 -2.362898
C: -4.297016 -0.820733 -0.266651
N: -5.233900 -1.511026 -0.261477
H: -3.705388 -1.406544 2.050900
H: -2.575678 -0.771255 3.098928
O: 2.458767 -1.318092 -7.691612
C: 3.262741 -0.441301 -7.032038
O: 4.086652 0.191790 -7.649217
C: 3.063409 -0.353553 -5.575793
C: 2.690820 -1.462002 -4.805547
C: 2.574872 -1.355575 -3.437866
C: 2.766570 -0.119583 -2.816409
S: 2.582017 0.027183 -1.085469
C: 3.140079 0.986885 -3.579496
C: 3.306478 0.866230 -4.937343
H: 1.765290 -1.647838 -7.104467
H: 2.536017 -2.426046 -5.274158
H: 2.333694 -2.209578 -2.819814
H: 3.300165 1.933678 -3.084396
H: 3.607490 1.712910 -5.535743
C: -0.485669 -4.535364 0.907694
N: -1.925527 -4.417952 0.661557
C: -2.355681 -5.462020 -0.274022
C: -2.301388 -3.006565 0.216429
C: -1.997913 -2.706508 -1.230260
C: -2.886171 -3.253362 -2.163652
C: -2.646688 -3.190911 -3.517520
C: -1.472536 -2.583273 -3.935672
C: -0.675957 -1.925906 -3.017085
C: -0.912634 -1.872323 -1.617053
H: -0.232310 -5.536606 1.252501
H: -0.165805 -3.810481 1.654713
H: 0.060211 -4.307248 -0.017656
H: -2.418781 -4.558197 1.548261
H: -1.843509 -5.297751 -1.219982
H: -3.429535 -5.408967 -0.432917
H: -2.095212 -6.443542 0.117264
H: -1.737768 -2.321578 0.863310
H: -3.378082 -2.917812 0.389382
H: -3.806805 -3.701006 -1.813622
H: -3.351425 -3.604072 -4.224610
H: -1.211738 -2.573583 -4.984309
H: 0.197149 -1.428652 -3.428438

Forces on the atoms, in the same order (eV/Å):
W 1.301 0.612 1.687
N 0.162 0.890 0.239
C 0.285 0.012 -0.343
C -0.246 -0.115 0.187
C 0.276 0.020 -0.032
C -0.222 -0.243 -0.064
C 0.515 0.159 -0.676
C -0.744 -0.719 0.189
C 0.453 0.657 -0.015
C -0.464 -0.974 -0.095
N -0.196 -0.100 -0.451
C 0.542 0.500 -0.059
H -0.250 -0.231 0.260
H -0.061 -0.235 0.174
H 0.088 0.059 -0.097
H 0.094 0.063 0.025
H -0.036 0.021 0.145
H 0.007 0.038 0.132
H -0.088 -0.046 0.112
H 0.277 -0.149 0.215
C 0.091 0.338 0.421
N 0.998 -1.509 0.796
C -0.953 0.045 -2.325
C 1.558 0.493 2.827
C -3.307 1.187 -3.331
O 1.476 0.347 2.001
N 2.283 -1.781 0.720
C -1.563 1.378 -0.658
O 0.794 -1.329 0.336
H -0.116 0.031 -0.027
H 0.053 0.118 -0.077
H 0.047 -0.080 0.110
H 0.185 -0.014 0.097
H -0.095 -0.081 0.053
O 0.438 1.298 0.539
Se -1.407 0.722 -0.732
O 0.699 -0.313 -0.678
O -0.530 0.904 1.262
O 0.183 -1.016 -1.375
N -0.043 0.144 -0.177
C -0.590 0.125 -0.367
O 0.407 -0.161 -0.346
C 1.119 0.793 0.529
C -2.072 -0.436 -1.232
N -0.258 -0.206 0.733
C -0.596 -0.321 -0.303
N -0.166 -0.100 -0.015
H 0.054 -0.004 0.034
H -0.058 -0.072 -0.059
O 0.064 -0.009 -0.102
C 0.299 0.116 -0.516
O -0.444 -0.277 0.190
C -0.031 0.113 0.637
C 0.113 0.181 -0.388
C 0.102 0.219 0.123
C 0.318 -0.140 0.118
S 0.039 -0.362 -0.264
C -0.099 -0.203 0.192
C 0.000 -0.246 -0.510
H 0.094 0.140 0.050
H 0.006 -0.080 -0.042
H -0.072 -0.051 -0.025
H 0.002 0.080 -0.002
H 0.028 0.060 -0.074
C 0.804 -0.028 -0.043
N -0.218 -0.037 0.407
C -0.197 -0.573 -0.394
C -0.012 0.940 -0.314
C 0.374 0.120 0.568
C 0.075 0.024 -0.166
C -0.021 -0.092 0.009
C -0.045 -0.043 0.320
C 0.588 -0.192 -0.068
C -0.889 0.067 -0.333
H -0.157 -0.087 -0.022
H -0.229 0.050 0.005
H -0.381 -0.165 0.213
H 0.109 0.045 -0.240
H -0.077 -0.014 0.064
H 0.026 0.090 0.019
H 0.059 0.030 0.154
H -0.242 -0.285 -0.052
H 0.080 -0.163 0.073
H -0.056 -0.039 0.087
H -0.067 -0.019 -0.048
H 0.060 0.138 -0.075
H -0.325 -0.025 0.164

Results
HOMO-LUMO gap (alpha / beta)   5.2210 / 5.2293 eV
Charge   -1
HOMO (alpha / beta)   -3.71 / -3.72 eV
Lowest unoccupied orbital energy (alpha / beta)   0.0556 / 0.0556 Ha

Here are the Mulliken charges for atoms 1 to 5, given in e: atom 1 (W): 1.8286, atom 2 (N): 0.0818, atom 3 (C): 0.5334, atom 4 (C): -0.7507, atom 5 (C): -0.8156



Entry 2:
DFT (ωB97M-V/def2-TZVPD) results for a structure of composition C34H34As2O6PbS2 at a distorted geometry.

Positions of all 79 atoms, in Å:
Pb: -0.921476 -1.637847 1.177399
C: -2.916576 -0.188347 1.687299
C: -3.421876 -1.433447 1.207699
C: -3.157576 -2.426747 2.210099
C: -2.492276 -1.795747 3.288899
C: -2.316876 -0.420947 2.965099
C: -1.819676 0.655853 3.877699
C: -2.141476 -2.449447 4.588599
C: -3.671976 -3.831447 2.197299
C: -4.311876 -1.594047 0.016199
C: -3.149976 1.145753 1.052099
H: -2.656676 1.213653 4.295699
H: -1.176476 1.355853 3.332999
H: -1.251476 0.235453 4.701499
H: -2.992576 -2.433247 5.269599
H: -1.312576 -1.938547 5.071199
H: -1.856476 -3.487147 4.432899
H: -4.662976 -3.878547 2.648899
H: -3.015776 -4.491247 2.759699
H: -3.743276 -4.208247 1.180099
H: -5.348276 -1.406647 0.296199
H: -4.245776 -2.600847 -0.387501
H: -4.026476 -0.891847 -0.761701
H: -2.727576 1.934353 1.670499
H: -4.215076 1.324253 0.929799
H: -2.684376 1.195253 0.065099
S: -0.814076 -0.674747 -1.469801
C: -0.367276 0.951253 -2.055301
C: -0.501876 1.189253 -3.418001
C: -0.023876 2.364853 -3.965501
C: 0.586224 3.308453 -3.157801
C: 0.678824 3.087753 -1.796301
C: 0.196424 1.917153 -1.224501
As: 0.375124 1.493453 0.669299
C: 2.052224 0.389653 0.588199
C: 2.766524 0.517653 1.901299
C: 4.093324 0.432153 1.989899
C: 4.895024 0.192853 0.807799
C: 4.365124 0.254053 -0.412201
C: 2.940624 0.683053 -0.635301
C: 0.945524 3.317953 1.230299
C: -0.081476 4.264853 1.247499
C: 0.164124 5.582253 1.584499
C: 1.451324 5.977453 1.915699
C: 2.474624 5.045553 1.927599
C: 2.225724 3.724553 1.583999
H: -0.965476 0.437653 -4.040001
H: -0.122876 2.541353 -5.026201
H: 0.998124 4.213953 -3.580501
H: 1.153024 3.830653 -1.165801
H: 2.124224 0.593653 2.774699
H: 4.594824 0.507853 2.945499
H: 5.929724 -0.077247 0.954999
H: 4.933224 0.044753 -1.306601
H: 2.931624 1.770953 -0.846701
H: -1.082176 3.942753 0.971299
H: -0.643076 6.300753 1.584899
H: 1.650124 7.006653 2.175399
H: 3.477024 5.347253 2.197999
H: 3.035824 3.005253 1.589599
O: 3.172024 -2.380947 -1.074701
As: 1.662624 -1.567147 -1.282401
O: 2.374724 0.043553 -1.755701
O: 1.597524 -0.955547 0.475899
C: 1.164324 -2.144847 -3.088701
C: 1.273624 -1.404947 -4.255601
C: 0.710824 -1.923947 -5.412201
C: 0.028124 -3.132647 -5.400501
C: -0.067776 -3.873147 -4.230801
C: 0.517324 -3.362847 -3.092401
S: 0.650724 -4.230147 -1.545101
O: -0.420576 -5.160947 -1.376301
O: 1.995024 -4.757647 -1.523701
O: 0.556024 -3.098347 -0.519401
H: 3.005324 -3.336747 -1.147201
H: 1.794024 -0.453947 -4.246201
H: 0.795324 -1.374047 -6.335901
H: -0.419276 -3.500047 -6.309801
H: -0.588776 -4.817447 -4.192601

Forces on the atoms, in the same order (eV/Å):
Pb 0.653 -0.174 0.352
C -0.274 -0.245 0.336
C -0.297 0.069 0.590
C -0.419 0.437 0.228
C -0.474 0.108 -0.015
C -0.629 -0.041 0.054
C 0.219 -0.070 -0.322
C 0.087 0.052 -0.219
C 0.209 0.123 -0.087
C 0.345 -0.045 0.087
C 0.304 -0.233 -0.075
H -0.048 0.100 0.056
H -0.062 0.007 0.159
H 0.099 0.021 0.121
H -0.035 -0.020 0.090
H 0.078 -0.018 0.120
H 0.043 -0.110 0.094
H -0.091 -0.045 0.022
H 0.001 -0.132 0.019
H -0.039 -0.128 -0.051
H -0.117 0.031 -0.027
H -0.057 -0.076 -0.119
H -0.048 0.055 -0.182
H -0.024 0.107 -0.024
H -0.168 0.084 -0.006
H -0.029 0.100 -0.081
S 0.334 0.584 -0.315
C -0.352 -0.426 0.070
C -0.100 0.048 0.045
C -0.022 0.072 -0.129
C 0.034 0.067 -0.098
C 0.104 0.079 0.325
C 0.004 -0.072 -0.049
As 0.168 0.726 0.016
C 0.081 0.228 -0.109
C -0.123 -0.144 0.195
C -0.468 0.125 0.198
C 0.275 -0.037 -0.514
C 0.099 0.139 0.137
C 0.150 0.445 0.191
C -0.147 -0.333 0.004
C -0.117 -0.443 -0.063
C -0.019 0.037 -0.043
C 0.012 0.021 0.089
C 0.054 0.078 -0.018
C 0.078 -0.325 -0.096
H -0.020 -0.051 -0.041
H 0.002 0.009 -0.117
H -0.035 0.059 -0.045
H -0.030 0.016 -0.065
H 0.181 0.059 0.078
H -0.066 -0.054 0.088
H 0.130 -0.013 -0.104
H 0.098 -0.072 -0.029
H -0.054 -0.320 0.086
H -0.019 0.148 0.035
H -0.052 0.038 -0.008
H 0.028 0.080 0.027
H 0.056 0.011 0.005
H 0.011 0.101 0.011
O 0.341 -0.131 0.136
As -0.116 2.022 -0.113
O -0.370 -0.942 0.115
O 0.015 -0.392 -0.675
C 0.053 0.080 0.311
C 0.326 0.078 0.333
C -0.046 -0.042 -0.014
C 0.056 0.041 0.079
C -0.080 -0.118 0.032
C 0.144 -0.056 0.491
S -0.430 -1.373 -0.553
O -0.153 0.203 -0.011
O 0.064 -0.146 0.058
O 0.646 0.385 -0.731
H 0.217 -0.301 -0.030
H -0.088 -0.075 -0.048
H 0.003 0.104 -0.122
H -0.067 -0.073 -0.097
H -0.022 -0.104 -0.035

Results
HOMO-LUMO gap   7.6927 eV
Charge   0
HOMO   -7.82 eV
Lowest unoccupied orbital energy   -0.0045 Ha

Here are the Mulliken charges for atoms 1 to 5, given in e: atom 1 (Pb): 1.2617, atom 2 (C): 0.7528, atom 3 (C): 0.4605, atom 4 (C): 0.5316, atom 5 (C): 0.3939



Entry 3:
DFT (ωB97M-V/def2-TZVPD) results for a structure of composition C34H34ClN7O3RuSbSe4.

Positions of all 85 atoms, in Å:
Ru: -1.053852 -2.426039 -0.394293
O: -2.147532 -1.466008 -4.280377
C: -2.020988 -1.833394 -3.105316
N: -0.924930 -1.908510 -2.354759
C: 0.377308 -1.535996 -2.725204
C: 0.765028 -1.168908 -4.012662
C: 2.077402 -0.785750 -4.272302
C: 3.011288 -0.778363 -3.247542
C: 2.650065 -1.139708 -1.954379
C: 1.331900 -1.515798 -1.663411
N: 0.857376 -1.860526 -0.403115
C: 1.535774 -1.736144 0.790550
O: 2.705704 -1.304095 0.927849
C: 0.702587 -2.104011 1.916128
C: 1.211885 -2.159990 3.228347
C: 0.394080 -2.486333 4.273567
C: -0.981581 -2.777907 4.009615
C: -1.414206 -2.761132 2.707771
N: -0.637324 -2.436755 1.663821
C: -3.249178 -2.253790 -2.331333
C: -4.478134 -2.321470 -2.970366
C: -5.592016 -2.724503 -2.259060
C: -5.447807 -3.042386 -0.916401
C: -4.194755 -2.939887 -0.344074
N: -3.118958 -2.552610 -1.029273
H: 0.019938 -1.183296 -4.792916
H: 2.364978 -0.507763 -5.279864
H: 4.040749 -0.500330 -3.449615
H: 3.373569 -1.158095 -1.152730
H: 2.264116 -1.943300 3.362204
H: 0.786741 -2.544594 5.281972
H: -1.666174 -3.060761 4.796831
H: -2.434372 -3.033861 2.464109
H: -4.509181 -2.066239 -4.020261
H: -6.557020 -2.806910 -2.742873
H: -6.284013 -3.385379 -0.323486
H: -4.022866 -3.197736 0.691970
C: 2.879188 3.041334 -2.172059
C: 1.439814 3.255947 -1.679844
C: 1.035093 4.705303 -1.967586
C: 0.541863 2.317682 -2.494381
C: 1.354345 2.952512 -0.149659
O: 1.779838 1.641778 0.127113
C: 2.163241 3.984754 0.689745
C: 2.820881 3.396863 1.952061
C: 1.851003 2.942246 3.016119
C: 1.546614 1.593001 3.191015
C: 0.578305 1.189750 4.104442
C: -0.071557 2.151214 4.857730
Cl: -1.288565 1.665418 6.009526
C: 0.228436 3.495609 4.723986
C: 1.189478 3.880992 3.801762
C: -0.096490 3.000038 0.419827
N: -0.936667 1.853052 0.106307
C: -0.654012 0.566568 0.339699
N: -1.552669 -0.197722 -0.250321
C: -2.407933 0.697241 -0.812102
N: -2.069955 1.951122 -0.627886
H: 2.925366 3.281187 -3.236427
H: 3.179120 1.994956 -2.089247
H: 3.609070 3.670947 -1.657920
H: 1.129442 4.901406 -3.037935
H: 1.667927 5.423382 -1.440056
H: -0.005954 4.892694 -1.695947
H: 0.775068 2.422487 -3.556391
H: -0.515635 2.548788 -2.364832
H: 0.718141 1.273877 -2.237218
H: 2.596540 1.358391 -0.300198
H: 1.505147 4.815393 0.966765
H: 2.958977 4.420244 0.084497
H: 3.482922 4.161975 2.368076
H: 3.447720 2.552808 1.664987
H: 2.046876 0.844051 2.583673
H: 0.340435 0.138707 4.213074
H: -0.287907 4.227194 5.331516
H: 1.419478 4.935228 3.682047
H: -0.613863 3.882640 0.053858
H: -0.025384 3.070743 1.503601
H: 0.180497 0.244144 0.929756
H: -3.274640 0.414989 -1.388284
Se: -3.839744 -8.490164 -0.813324
Sb: -1.626798 -8.200195 0.135784
Se: -0.875582 -4.722136 -0.591528
Se: 0.096360 -9.878978 -0.794571
Se: -1.079463 -8.861163 2.411642

Forces on the atoms, in the same order (eV/Å):
Ru 0.196 -0.312 -0.694
O -0.101 -0.007 0.036
C 0.369 0.135 -0.158
N -0.107 -0.290 0.066
C 0.126 0.139 -0.107
C -0.064 -0.031 0.104
C 0.023 0.000 -0.016
C -0.038 0.010 0.001
C -0.008 0.003 0.009
C -0.037 0.018 0.077
N 0.013 -0.078 -0.097
C 0.027 0.108 0.145
O -0.158 -0.021 -0.107
C -0.048 0.018 -0.045
C -0.157 -0.037 -0.008
C 0.054 0.003 0.048
C -0.013 -0.017 -0.023
C 0.175 0.081 0.031
N -0.138 0.003 0.049
C -0.237 -0.056 0.051
C 0.054 0.042 -0.102
C 0.013 -0.026 0.097
C -0.074 0.009 -0.079
C 0.092 -0.023 0.087
N -0.033 -0.131 0.136
H 0.007 0.003 -0.014
H -0.007 0.002 0.006
H -0.011 -0.003 -0.007
H -0.028 0.007 -0.007
H 0.010 0.009 -0.004
H -0.021 -0.007 -0.007
H 0.016 0.003 0.003
H -0.019 -0.004 -0.008
H 0.014 0.000 0.002
H 0.001 0.007 -0.005
H 0.019 -0.002 0.015
H -0.001 -0.012 0.005
C -0.025 0.015 -0.009
C 0.038 0.023 -0.015
C 0.016 0.014 0.018
C -0.002 0.063 -0.006
C -0.119 0.100 -0.049
O 0.026 -0.281 0.207
C 0.047 -0.122 0.031
C -0.039 -0.024 -0.029
C 0.013 -0.051 -0.047
C -0.011 -0.007 0.013
C 0.090 0.024 -0.084
C -0.020 -0.037 0.021
Cl -0.007 0.003 0.001
C -0.002 0.086 0.013
C -0.012 0.017 0.018
C -0.041 -0.045 -0.049
N 0.370 -0.125 0.053
C -0.190 0.279 -0.040
N 0.045 0.168 0.586
C 0.037 -0.123 -0.195
N -0.023 0.049 -0.040
H 0.007 0.019 0.014
H 0.030 -0.021 -0.007
H 0.002 -0.049 -0.010
H -0.007 -0.011 0.004
H -0.029 0.003 -0.039
H 0.021 0.019 -0.010
H 0.000 0.029 0.002
H 0.040 -0.044 0.011
H -0.028 -0.095 0.033
H -0.087 0.121 -0.137
H 0.005 -0.004 0.019
H -0.013 -0.012 -0.014
H -0.024 0.017 0.022
H 0.028 0.018 -0.001
H -0.026 -0.026 0.015
H -0.018 -0.013 0.019
H 0.005 -0.007 -0.005
H -0.008 -0.006 0.011
H -0.068 -0.011 0.009
H -0.035 0.010 -0.019
H 0.071 -0.117 0.011
H 0.003 -0.012 0.029
Se -0.021 -0.048 0.072
Sb 0.201 -0.197 -0.240
Se 0.131 0.781 0.156
Se -0.268 0.202 0.242
Se -0.014 -0.114 -0.065

Results
Multiplicity   6
HOMO-LUMO gap (alpha / beta)   3.7840 / 5.6672 eV
Charge   -2
HOMO (alpha / beta)   -0.41 / -2.38 eV
Lowest unoccupied orbital energy (alpha / beta)   0.1238 / 0.1209 Ha

Here are the Mulliken charges for atoms 1 to 5, given in e: atom 1 (Ru): -0.3221, atom 2 (O): -0.8581, atom 3 (C): 0.4981, atom 4 (N): 0.5271, atom 5 (C): -0.0185



no.,molar mass (g mol⁻¹),electronic energy (eV)
1,992.552,-144144.89948
2,959.818,-196689.32026
3,1162.815,-335415.13276